1.
{
  "formula": "C26H59FN6O11P3",
  "method": "wB97M-V/def2-TZVPD",
  "total_charge": 1,
  "multiplicity": 1,
  "energy_ha": -3306.05913,
  "gap_ev": 8.8,
  "homo_energy_ev": -11.84,
  "max_force_ha_per_bohr": 0.097,
  "e_lumo_ev": -3.08,
  "elements": ["C", "C", "C", "O", "N", "C", "N", "C", "C", "C", "N", "C", "F", "C", "C", "N", "C", "C", "C", "C", "N", "O", "N", "P", "O", "H", "H", "H", "H", "H", "H", "H", "H", "H", "H", "H", "H", "H", "H", "H", "H", "H", "H", "H", "H", "H", "H", "H", "H", "H", "H", "H", "H", "H", "O", "P", "O", "C", "C", "O", "C", "C", "O", "C", "C", "H", "H", "H", "H", "H", "H", "H", "H", "H", "H", "H", "H", "H", "H", "H", "O", "P", "O", "C", "C", "O", "C", "C", "O", "C", "C", "H", "H", "H", "H", "H", "H", "H", "H", "H", "H", "H", "H", "H", "H", "H"],
  "positions_angstrom": [[1.21, -0.60, 4.59], [-0.22, -0.34, 4.06], [-0.39, -0.44, 2.55], [-0.44, 0.93, 2.01], [-0.42, 0.96, 0.67], [0.47, 1.43, -0.24], [1.64, 2.04, -0.02], [2.37, 2.51, -1.22], [1.75, 3.76, -1.85], [1.83, 4.99, -0.93], [0.49, 5.45, -0.57], [2.19, 2.32, 1.29], [1.31, 3.07, 2.04], [2.71, 1.09, 2.01], [4.11, 0.74, 1.44], [-0.01, 1.23, -1.48], [-1.18, 0.65, -1.36], [-1.96, 0.27, -2.57], [-1.30, -0.95, -3.25], [-0.92, -2.05, -2.27], [0.44, -2.17, -1.81], [-1.77, -2.82, -1.88], [-1.50, 0.49, -0.06], [-2.99, -0.18, 0.55], [-2.94, -1.61, 0.85], [1.84, -1.04, 3.82], [1.18, -1.25, 5.47], [1.67, 0.34, 4.87], [-0.62, 0.61, 4.41], [-0.87, -1.11, 4.48], [-1.32, -0.96, 2.37], [0.39, -1.03, 2.08], [3.39, 2.76, -0.95], [2.44, 1.70, -1.95], [2.26, 3.93, -2.80], [0.69, 3.59, -2.03], [2.32, 5.80, -1.47], [2.41, 4.75, -0.03], [-0.02, 4.70, -0.11], [0.56, 6.17, 0.15], [3.05, 2.96, 1.11], [2.08, 0.23, 1.81], [2.84, 1.31, 3.07], [4.90, 0.96, 2.15], [4.17, -0.33, 1.23], [4.32, 1.24, 0.50], [-3.02, 0.09, -2.39], [-1.85, 1.09, -3.27], [-1.96, -1.41, -3.98], [-0.38, -0.64, -3.75], [0.49, -1.88, -0.84], [0.73, -3.14, -1.82], [-3.20, 0.63, 1.68], [-3.95, 0.16, -0.41], [3.11, -4.89, -8.13], [3.38, -4.01, -6.99], [2.13, -3.08, -6.65], [0.89, -3.68, -6.26], [0.87, -4.04, -4.79], [4.39, -2.87, -7.52], [5.10, -3.02, -8.76], [4.44, -2.20, -9.85], [4.02, -4.14, -5.54], [5.11, -5.08, -5.33], [6.45, -4.43, -5.60], [0.68, -4.55, -6.88], [0.11, -2.94, -6.47], [1.58, -4.84, -4.57], [-0.12, -4.37, -4.48], [1.17, -3.18, -4.18], [5.17, -4.06, -9.05], [6.11, -2.65, -8.58], [3.40, -2.50, -9.98], [4.96, -2.33, -10.80], [4.45, -1.14, -9.59], [4.97, -5.96, -5.95], [5.05, -5.39, -4.29], [6.63, -4.31, -6.67], [7.26, -5.04, -5.19], [6.50, -3.44, -5.15], [-3.58, 0.63, 5.60], [-4.41, 1.71, 6.17], [-3.83, 2.23, 7.56], [-2.53, 2.84, 7.61], [-2.56, 4.30, 7.20], [-5.74, 1.00, 6.75], [-6.10, -0.33, 6.39], [-5.74, -1.30, 7.50], [-5.12, 3.03, 5.64], [-5.66, 3.07, 4.30], [-7.09, 2.58, 4.26], [-1.83, 2.27, 6.99], [-2.20, 2.75, 8.65], [-2.80, 4.41, 6.15], [-1.59, 4.76, 7.38], [-3.32, 4.84, 7.77], [-5.63, -0.63, 5.45], [-7.18, -0.33, 6.23], [-4.68, -1.25, 7.73], [-5.99, -2.32, 7.21], [-6.28, -1.05, 8.41], [-5.03, 2.49, 3.62], [-5.61, 4.11, 3.99], [-7.14, 1.49, 4.35], [-7.56, 2.86, 3.32], [-7.66, 3.00, 5.09]],
  "lowdin_charge": [-0.08, -0.19, -0.16, -0.03, -0.01, -0.22, 0.06, -0.14, -0.15, -0.26, 0.00, -0.32, 0.04, -0.14, -0.05, 0.24, -0.29, -0.08, -0.09, -0.49, 0.11, 0.10, -0.04, 0.78, -0.35, 0.06, 0.08, 0.07, 0.11, 0.12, 0.08, 0.12, 0.12, 0.13, 0.12, 0.09, 0.11, 0.09, 0.05, 0.07, 0.14, 0.08, 0.12, 0.08, 0.08, 0.06, 0.10, 0.14, 0.13, 0.12, 0.07, 0.09, 0.04, 0.04, -0.21, 0.43, -0.18, -0.26, -0.08, -0.20, -0.29, -0.07, -0.19, -0.24, -0.07, 0.12, 0.12, 0.07, 0.08, 0.06, 0.11, 0.11, 0.08, 0.08, 0.08, 0.12, 0.12, 0.07, 0.08, 0.09, -0.23, 0.42, -0.17, -0.26, -0.08, -0.19, -0.29, -0.07, -0.17, -0.25, -0.06, 0.11, 0.12, 0.07, 0.08, 0.09, 0.10, 0.12, 0.08, 0.08, 0.08, 0.10, 0.12, 0.07, 0.08, 0.09]
}

=====

2.
{
  "formula": "C30H66N6O12",
  "method": "wB97M-V/def2-TZVPD",
  "total_charge": 1,
  "multiplicity": 2,
  "energy_ha": -2413.71349,
  "gap_ev": [7.0, 2.4],
  "homo_energy_ev": [-10.79, -10.79],
  "max_force_ha_per_bohr": 0.092,
  "e_lumo_ev": [-3.76, -8.41],
  "elements": ["C", "O", "N", "C", "C", "H", "H", "H", "H", "H", "H", "H", "C", "O", "N", "C", "C", "H", "H", "H", "H", "H", "H", "H", "C", "O", "N", "C", "C", "H", "H", "H", "H", "H", "H", "H", "C", "O", "N", "C", "C", "H", "H", "H", "H", "H", "H", "H", "C", "O", "N", "C", "C", "H", "H", "H", "H", "H", "H", "H", "C", "O", "N", "C", "C", "H", "H", "H", "H", "H", "H", "H", "O", "C", "O", "C", "C", "C", "H", "H", "H", "H", "H", "H", "H", "H", "O", "C", "O", "C", "C", "C", "H", "H", "H", "H", "H", "H", "H", "H", "O", "C", "O", "C", "C", "C", "H", "H", "H", "H", "H", "H", "H", "H"],
  "positions_angstrom": [[1.44, 5.06, -2.76], [0.72, 4.23, -3.42], [1.43, 5.41, -1.45], [2.46, 6.21, -0.81], [0.57, 4.69, -0.55], [2.24, 5.66, -3.22], [2.91, 6.85, -1.57], [3.22, 5.57, -0.36], [2.04, 6.90, -0.07], [-0.06, 3.99, -1.10], [1.14, 4.00, 0.07], [-0.03, 5.36, 0.07], [1.14, 0.50, -0.79], [2.37, 0.61, -0.65], [0.42, -0.51, -0.27], [-1.03, -0.48, -0.32], [1.01, -1.63, 0.50], [0.55, 1.15, -1.45], [-1.38, 0.42, -0.83], [-1.52, -0.56, 0.65], [-1.41, -1.33, -0.88], [0.63, -2.54, 0.03], [2.10, -1.65, 0.42], [0.72, -1.64, 1.55], [5.71, -3.36, -2.81], [4.88, -3.06, -3.66], [5.87, -2.64, -1.65], [6.98, -2.85, -0.77], [4.94, -1.55, -1.32], [6.41, -4.21, -2.87], [7.62, -1.97, -0.66], [7.68, -3.56, -1.19], [6.63, -3.05, 0.24], [5.51, -0.63, -1.34], [4.12, -1.38, -2.02], [4.49, -1.69, -0.34], [3.32, 1.55, 2.68], [3.03, 1.32, 3.83], [3.65, 2.76, 2.08], [4.14, 2.80, 0.67], [3.58, 4.02, 2.80], [3.48, 0.72, 1.98], [4.42, 1.84, 0.25], [5.07, 3.35, 0.76], [3.51, 3.43, 0.04], [3.02, 3.94, 3.73], [4.55, 4.40, 3.09], [3.06, 4.75, 2.18], [-3.45, -3.84, -0.06], [-2.77, -3.80, -1.09], [-4.03, -4.94, 0.46], [-5.01, -4.88, 1.51], [-3.89, -6.29, -0.08], [-3.77, -2.98, 0.55], [-4.82, -5.54, 2.36], [-6.02, -5.15, 1.21], [-5.11, -3.83, 1.78], [-3.21, -6.41, -0.93], [-3.52, -7.00, 0.67], [-4.88, -6.67, -0.32], [0.28, -5.73, -2.05], [1.03, -5.98, -3.04], [0.70, -5.59, -0.74], [2.10, -5.54, -0.33], [-0.24, -5.16, 0.29], [-0.81, -5.72, -2.17], [2.29, -6.18, 0.53], [2.49, -4.56, -0.04], [2.74, -6.00, -1.08], [0.16, -5.07, 1.31], [-0.56, -4.16, 0.02], [-1.15, -5.76, 0.27], [0.61, 1.52, -5.97], [-0.54, 1.88, -5.74], [-1.41, 1.30, -4.94], [-1.08, 0.11, -4.24], [-1.60, -1.19, -4.90], [-1.16, 3.04, -6.52], [-1.56, 0.22, -3.27], [0.00, 0.00, -4.14], [-1.49, -1.34, -5.98], [-2.62, -1.52, -4.71], [-1.06, -2.05, -4.51], [-0.62, 3.96, -6.29], [-2.23, 3.17, -6.36], [-1.08, 2.76, -7.57], [-2.44, 3.63, 0.78], [-3.58, 3.19, 0.79], [-4.73, 3.85, 0.87], [-4.63, 5.21, 0.92], [-6.03, 5.81, 0.89], [-3.84, 1.69, 0.51], [-4.05, 5.51, 0.04], [-4.24, 5.48, 1.91], [-6.14, 6.85, 1.21], [-6.63, 5.22, 1.58], [-6.41, 5.71, -0.13], [-3.21, 1.44, -0.34], [-4.84, 1.64, 0.08], [-3.58, 1.03, 1.34], [-0.17, 0.04, 7.58], [-1.14, -0.35, 6.89], [-1.19, -0.39, 5.53], [-0.13, 0.04, 4.68], [-0.72, 0.35, 3.26], [-2.45, -0.82, 7.60], [0.60, -0.76, 4.58], [0.43, 0.87, 5.12], [-1.77, 0.65, 3.30], [-0.62, -0.50, 2.59], [-0.25, 1.19, 2.74], [-3.21, -0.06, 7.46], [-2.36, -1.05, 8.66], [-2.75, -1.78, 7.18]],
  "mulliken_spin": [0.00, 0.00, 0.00, 0.00, 0.00, 0.00, 0.00, 0.00, 0.00, 0.00, 0.00, 0.00, 0.00, 0.00, 0.00, 0.00, 0.00, 0.00, 0.00, 0.00, 0.00, 0.00, 0.00, 0.00, 0.00, 0.00, 0.00, 0.00, 0.00, 0.00, 0.00, 0.00, 0.00, 0.00, 0.00, 0.00, 0.00, 0.00, 0.00, 0.00, 0.00, 0.00, 0.00, 0.00, 0.00, 0.00, 0.00, 0.00, 0.00, 0.00, 0.00, 0.00, 0.00, 0.00, 0.00, 0.00, 0.00, 0.00, 0.00, 0.00, -0.16, 0.43, 0.60, -0.01, 0.03, -0.02, 0.02, 0.04, 0.01, 0.01, 0.04, 0.01, 0.00, 0.00, 0.00, 0.00, 0.00, 0.00, 0.00, 0.00, 0.00, 0.00, 0.00, 0.00, 0.00, 0.00, 0.00, 0.00, 0.00, 0.00, 0.00, 0.00, 0.00, 0.00, 0.00, 0.00, 0.00, 0.00, 0.00, 0.00, 0.00, 0.00, 0.00, 0.00, 0.00, 0.00, 0.00, 0.00, 0.00, 0.00, 0.00, 0.00, 0.00, 0.00]
}

=====

3.
{
  "formula": "C36H19Cl2N8O3RuS5Se",
  "method": "wB97M-V/def2-TZVPD",
  "multiplicity": 2,
  "e_above_lowest_kj_mol": 3.5,
  "energy_ha": -7454.79429,
  "gap_ev": [6.4, 6.3],
  "homo_energy_ev": [-7.47, -7.42],
  "max_force_ha_per_bohr": 0.039,
  "e_lumo_ev": [-1.09, -1.17],
  "elements": ["Ru", "Se", "N", "C", "C", "C", "C", "C", "N", "C", "C", "N", "C", "C", "C", "C", "C", "N", "H", "H", "H", "H", "H", "H", "Cl", "C", "C", "C", "Cl", "C", "C", "C", "C", "N", "C", "C", "O", "H", "H", "H", "H", "O", "S", "O", "N", "C", "S", "C", "C", "C", "C", "C", "C", "H", "H", "H", "H", "S", "C", "S", "C", "N", "N", "C", "C", "C", "C", "C", "C", "S", "H", "H", "H", "H", "H"],
  "positions_angstrom": [[-0.67, 0.66, -0.16], [2.18, 2.05, 6.75], [2.64, 0.93, 5.45], [1.82, 1.15, 4.45], [1.88, 0.42, 3.19], [2.83, -0.56, 2.90], [2.76, -1.23, 1.70], [1.73, -0.93, 0.82], [0.85, 0.03, 1.08], [0.91, 0.71, 2.24], [-0.13, 1.72, 2.46], [-1.05, 1.87, 1.49], [-2.04, 2.73, 1.67], [-2.12, 3.55, 2.79], [-1.17, 3.42, 3.78], [-0.17, 2.46, 3.63], [0.82, 2.17, 4.66], [0.85, 2.78, 5.82], [3.59, -0.79, 3.63], [3.48, -2.00, 1.45], [1.59, -1.45, -0.12], [-2.80, 2.76, 0.90], [-2.93, 4.26, 2.88], [-1.18, 4.04, 4.67], [-0.07, -2.72, -3.79], [-0.92, -1.22, -3.86], [-1.63, -0.88, -5.03], [-2.30, 0.31, -5.12], [-3.16, 0.70, -6.59], [-2.31, 1.22, -4.04], [-2.95, 2.48, -4.04], [-2.80, 3.30, -2.96], [-2.07, 2.87, -1.85], [-1.54, 1.67, -1.78], [-1.61, 0.85, -2.87], [-0.90, -0.39, -2.76], [-0.24, -0.64, -1.67], [-1.64, -1.57, -5.86], [-3.53, 2.78, -4.90], [-3.24, 4.29, -2.96], [-1.90, 3.52, -1.00], [-1.28, -0.54, 3.91], [-1.43, -1.61, 2.95], [-0.41, -2.62, 2.92], [-1.64, -0.96, 1.43], [-2.90, -0.99, 1.08], [-3.38, -0.14, -0.28], [-3.78, -1.77, 1.99], [-5.13, -2.05, 1.86], [-5.74, -2.83, 2.84], [-5.01, -3.31, 3.92], [-3.66, -3.02, 4.06], [-3.07, -2.25, 3.07], [-5.68, -1.65, 1.01], [-6.79, -3.06, 2.76], [-5.50, -3.92, 4.67], [-3.08, -3.39, 4.90], [2.99, 0.13, -5.53], [2.69, 0.58, -3.97], [1.52, 1.76, -3.49], [1.88, 1.46, -1.80], [2.82, 0.60, -1.63], [3.27, 0.11, -2.83], [4.37, -0.80, -2.79], [5.55, -0.48, -3.43], [6.61, -1.38, -3.39], [6.46, -2.60, -2.73], [5.27, -2.90, -2.09], [4.22, -2.00, -2.12], [1.10, 2.40, -0.56], [5.65, 0.47, -3.94], [7.53, -1.14, -3.89], [7.28, -3.31, -2.72], [5.15, -3.85, -1.58], [3.27, -2.23, -1.64]],
  "mulliken_spin": [0.86, 0.00, 0.00, 0.00, 0.00, 0.01, -0.01, 0.03, -0.01, 0.00, 0.02, -0.01, 0.00, 0.00, 0.00, 0.00, 0.00, 0.00, 0.00, 0.00, 0.00, 0.00, 0.00, 0.00, 0.00, 0.00, 0.00, 0.00, 0.00, 0.00, 0.01, 0.00, 0.02, 0.00, -0.01, 0.00, -0.01, 0.00, 0.00, 0.00, 0.00, 0.00, 0.01, 0.00, 0.03, 0.00, 0.11, -0.01, 0.00, 0.00, 0.00, 0.00, 0.01, 0.00, 0.00, 0.00, 0.00, 0.00, 0.00, 0.00, 0.01, -0.01, 0.00, 0.00, 0.00, 0.00, 0.00, 0.00, 0.00, -0.04, 0.00, 0.00, 0.00, 0.00, 0.00]
}